Computed, not measured: a 2-piece molecular cluster, C21H19F3O3 overall, with ωB97M-V/def2-TZVPD.

Total energy ... -36376.2511 eV
Frontier orbital gap ... 1.56 eV
ΔE to the lowest compared entry with this formula, charge and spin ... 233.0 kJ/mol
E_HOMO ... -0.2102 Ha
LUMO energy ... -4.16 eV

The geometry in ORCA input format:
```
! wB97M-V def2-TZVPD RIJCOSX def2/J DEFGRID3
* xyz 0 1
C 3.54 2.26 -1.20
C 3.20 0.90 -0.66
O 2.07 1.01 0.21
C 1.75 -0.18 0.78
C 0.60 -0.01 1.65
C -0.05 -1.08 2.38
O 0.29 -2.24 2.48
C -1.24 -0.44 3.13
C -0.98 1.07 3.07
C -0.04 1.30 1.87
O 2.39 -1.20 0.57
H 4.40 2.17 -1.86
H 2.71 2.68 -1.78
H 3.81 2.96 -0.40
H 2.96 0.21 -1.48
H 4.05 0.49 -0.09
H -2.17 -0.68 2.59
H -1.33 -0.82 4.15
H -1.90 1.65 2.98
H -0.47 1.39 3.98
H 0.70 2.10 2.06
H -0.63 1.62 0.99
F 6.30 3.53 7.60
C 5.34 3.30 6.64
C 4.86 4.41 5.93
C 3.89 4.14 4.96
F 3.40 5.19 4.21
C 3.42 2.87 4.70
C 3.91 1.74 5.44
C 3.35 0.49 5.09
C 3.59 -0.81 5.60
C 2.92 -1.89 4.96
C 3.08 -3.20 5.35
C 3.94 -3.52 6.42
C 4.59 -2.47 7.06
F 5.43 -2.78 8.11
C 4.44 -1.14 6.71
C 4.91 2.00 6.42
H 5.22 5.41 6.11
H 2.66 2.69 3.93
H 2.62 0.53 4.28
H 2.26 -1.65 4.12
H 2.54 -3.98 4.82
H 4.08 -4.55 6.74
H 4.95 -0.37 7.27
H 5.36 1.20 6.99
*
```

Löwdin atomic charge list, values in e, 5 entries: number 1, C, carries -0.087; number 2, C, carries -0.255; number 3, O, carries -0.043; number 4, C, carries -0.503; number 5, C, carries -0.146

***

Computed, not measured: C21H19F4N7P2Pd as an isolated structure, with ωB97M-V/def2-TZVPD.

Total energy ... -65439.9836 eV
Frontier orbital gap (spin up / spin down) ... 4.99 / 4.99 eV
ΔE to the lowest compared entry with this formula, charge and spin ... 40.6 kJ/mol
E_HOMO (spin up / spin down) ... -0.3002 / -0.3002 Ha
LUMO energy (spin up / spin down) ... -3.18 / -3.18 eV

The geometry in ORCA input format:
```
! wB97M-V def2-TZVPD RIJCOSX def2/J DEFGRID3
* xyz 0 1
Pd -1.54 -0.93 -0.80
C -1.33 -4.36 -0.33
P -2.42 -2.96 -0.62
C -3.45 -3.46 -2.03
C -3.57 -2.94 0.81
C -4.39 -1.65 0.81
P -3.28 -0.20 0.61
C -4.39 1.13 0.05
C -2.88 0.29 2.32
H -1.92 -5.27 -0.17
H -0.72 -4.15 0.55
H -0.68 -4.51 -1.19
H -3.91 -4.44 -1.84
H -2.83 -3.53 -2.92
H -4.23 -2.72 -2.21
H -2.93 -2.99 1.69
H -4.20 -3.83 0.80
H -4.99 -1.56 1.72
H -5.09 -1.64 -0.03
H -5.24 1.24 0.73
H -4.75 0.92 -0.95
H -3.83 2.07 0.03
H -3.78 0.61 2.84
H -2.15 1.10 2.31
H -2.43 -0.56 2.84
N 2.49 1.11 1.78
C 1.62 0.47 2.21
N 0.64 -0.17 2.80
C 0.07 -1.19 2.23
N -0.52 -2.11 1.83
F 2.40 0.64 -1.41
C 3.10 1.66 -0.93
C 4.43 1.56 -0.86
F 5.02 0.44 -1.27
C 5.27 2.62 -0.33
C 4.54 3.81 0.08
C 3.21 3.92 -0.02
F 2.62 5.04 0.37
C 2.38 2.83 -0.48
C 1.02 2.90 -0.48
C 0.20 1.76 -0.74
N -0.51 0.89 -0.94
C 0.25 4.05 -0.09
N -0.45 4.92 0.16
F 5.24 4.84 0.55
C 6.62 2.50 -0.21
C 7.46 3.53 0.33
N 8.20 4.30 0.76
C 7.36 1.34 -0.62
N 8.03 0.47 -0.93
C -0.15 -1.84 -2.04
H 0.24 -1.06 -2.70
H -0.52 -2.66 -2.67
H 0.66 -2.21 -1.41
*
```

Löwdin atomic charge list, values in e, 5 entries: number 1, Pd, carries 0.450; number 2, C, carries -0.244; number 3, P, carries 0.714; number 4, C, carries -0.236; number 5, C, carries -0.395